Entry 1:
DFT (the ωB97M-V functional and the def2-TZVPD basis) results for 3 unconnected molecules or ions with the total composition C32H68NO7PS2.

Each line ends with the Mulliken charge.
Cartesian coordinates (Å):
C -2.16945 -3.32613 2.97358  -0.56
C -3.63409 -3.68384 2.31508  -0.03
C -3.54285 -4.22228 0.78456  -0.62
C -4.08550 -3.13894 -0.29666  -0.56
N -3.13852 -2.89454 -1.46160  0.08
C -3.80809 -1.77397 -2.25824  -0.56
C -3.01097 -1.38790 -3.61240  0.19
C -3.59591 0.06663 -4.11251  -0.57
C -2.66031 0.74186 -5.24646  -0.99
P -1.11052 1.63474 -4.57570  0.42
C -0.24123 1.88396 -6.30286  0.27
O 0.37163 2.99059 -6.64802  -0.70
O -0.22165 0.81597 -7.27734  -0.82
O 0.14917 2.73587 -4.01767  -0.46
C 0.97320 2.00933 -3.06163  0.63
C 1.04147 0.42763 -3.54299  1.15
C 2.51902 0.22167 -4.20563  -1.11
C 3.65724 -0.22909 -3.12423  0.08
C 4.87062 0.86565 -2.98197  -0.88
C 4.44917 1.95705 -1.81761  1.42
C 5.68106 2.38573 -0.86082  -0.75
C 5.34291 2.44627 0.71941  -0.62
C 3.81997 2.84165 1.08258  0.54
C 3.54454 3.06083 2.67148  -0.49
C 2.30649 4.11824 2.79819  -0.76
C 0.93394 3.61323 2.09326  0.73
O 0.17204 4.77974 1.66974  -0.45
C 0.16197 4.94879 0.22194  -0.34
O -0.06971 0.22774 -4.45502  -0.45
C -1.78232 -2.46846 -1.00268  -0.15
S -0.45830 -3.27391 -1.71385  -0.18
S -1.65237 -1.15380 0.30298  0.26
C -0.46352 0.19851 -0.18068  0.04
C 1.04276 0.03313 0.39874  1.24
C 1.56296 -1.49554 0.51957  -0.71
H -1.35663 -3.49561 2.16745  0.02
H -2.17910 -2.17762 3.19287  0.09
H -1.98108 -3.92167 3.94800  0.35
H -4.36206 -2.76793 2.40515  -0.15
H -4.10195 -4.53097 2.95682  0.39
H -4.26588 -5.14135 0.71228  0.28
H -2.48809 -4.63342 0.57042  0.30
H -4.37824 -2.11314 0.16447  0.29
H -5.06826 -3.56063 -0.76744  0.40
H -4.90731 -2.01930 -2.51087  0.29
H -3.82725 -0.81976 -1.57646  0.20
H -3.24699 -2.17944 -4.41799  0.19
H -1.86525 -1.33601 -3.50331  -0.13
H -4.65099 -0.13385 -4.58029  0.36
H -3.77208 0.73129 -3.18496  0.27
H -3.30681 1.54926 -5.78375  0.41
H -2.35991 -0.02236 -6.06120  0.29
H -1.82362 2.85716 -4.86417  -0.13
H -1.54507 1.51467 -3.18004  -0.18
H 2.00120 2.52418 -2.93355  -0.29
H 0.46648 2.18921 -2.02219  -0.57
H 1.00328 -0.35553 -2.69101  -0.38
H 2.48724 -0.55033 -5.07358  0.26
H 2.81747 1.23800 -4.66476  0.40
H 3.10277 -0.42925 -2.13138  -0.19
H 4.08914 -1.26521 -3.46109  0.40
H 4.90304 1.44061 -3.97959  0.26
H 5.86595 0.33750 -2.70418  0.38
H 4.12163 2.91387 -2.39057  0.28
H 3.54459 1.49154 -1.27948  -1.21
H 6.58740 1.68676 -1.10782  0.24
H 6.03671 3.45384 -1.17411  0.25
H 6.01750 3.29599 1.16709  0.28
H 5.70888 1.46931 1.22167  0.20
H 3.39587 3.72998 0.45722  0.28
H 3.16053 1.92192 0.77719  -0.63
H 3.35425 2.07053 3.25023  0.26
H 4.46652 3.55324 3.17671  0.31
H 2.68731 5.14704 2.41297  0.26
H 2.08214 4.19196 3.94677  0.26
H 1.07419 2.80181 1.28682  -0.47
H 0.30455 3.10951 2.94477  0.22
H 0.59441 5.98367 -0.11900  0.23
H 0.72070 4.13462 -0.37153  0.08
H -0.96033 4.97435 -0.11237  0.22
H -0.88667 1.18538 0.28725  0.28
H -0.52214 0.34610 -1.32481  -0.95
H 1.74579 0.55020 -0.38464  -1.31
H 1.22756 0.57474 1.40093  0.29
H 0.88856 -2.18953 1.14693  0.13
H 1.83386 -1.93566 -0.52846  0.07
H 2.58970 -1.44403 1.09216  0.36
C -6.87944 -0.60890 4.62562  -1.27
C -5.90226 0.17022 3.75922  0.49
C -6.31622 1.62769 3.63113  -1.36
O -5.84324 -0.42058 2.46392  -0.46
H -7.88337 -0.60006 4.18762  0.33
H -6.57590 -1.65762 4.69931  0.31
H -6.93491 -0.18888 5.63411  0.38
H -4.89858 0.10945 4.19107  0.24
H -7.30044 1.71446 3.15848  0.35
H -5.61150 2.17272 2.99629  0.32
H -6.35476 2.11478 4.60980  0.38
H -6.72820 -0.37128 2.07314  0.30
C 4.95115 -4.34886 3.64778  -1.29
C 3.90152 -3.29036 3.94856  0.28
C 2.64583 -3.90868 4.54305  -1.26
O 3.56634 -2.60135 2.74732  -0.40
H 4.57681 -5.07425 2.91760  0.34
H 5.84359 -3.89153 3.21001  0.31
H 5.24228 -4.88569 4.55540  0.39
H 4.31268 -2.55196 4.64393  0.25
H 2.19108 -4.61861 3.84411  0.32
H 1.89579 -3.13777 4.74323  0.31
H 2.86778 -4.43230 5.47756  0.42
H 3.20099 -3.24732 2.12414  0.33

Forces on atoms 1 to 2 (eV/Å):
C -0.80 0.91 -0.58
C 0.06 -0.37 0.50

## Properties
F_max	0.1314	hartree/bohr
multiplicity	1
total charge	-2
energy	-2978.7821	Ha
E_LUMO	3.384	eV

***

Entry 2:
DFT (the ωB97M-V functional and the def2-TZVPD basis) results for a molecular structure, C32H69F3MgN3O11S5.

Each line ends with the Mulliken charge.
Cartesian coordinates (Å):
Mg -15.08109 -34.10372 0.88513  1.57
C -16.08956 -36.19434 -0.40402  0.21
O -15.18982 -35.15388 -0.90943  -0.33
O -16.39174 -35.65127 0.87723  -1.36
C -17.20626 -36.81981 -1.34167  0.36
F -18.16436 -37.38543 -0.66387  -0.22
F -17.73735 -35.94436 -2.22340  -0.27
F -16.74279 -37.83408 -2.13133  -0.17
C -15.14226 -34.99405 -2.34807  0.24
C -14.20535 -33.85705 -2.62714  0.00
H -14.24814 -33.54852 -3.67168  0.56
H -14.53351 -32.96796 -2.08867  -0.37
H -13.20381 -34.12645 -2.29182  -0.66
H -16.07733 -34.68788 -2.81710  0.11
H -14.74485 -35.89821 -2.80922  -0.20
H -15.38127 -37.01300 -0.27668  0.03
C -18.01497 -38.24558 2.59483  -0.24
C -19.34201 -38.81779 2.41078  0.05
N -20.40627 -39.27616 2.36189  -0.43
H -18.03665 -37.25314 3.04505  0.29
H -17.50255 -38.31158 1.63505  -0.06
H -17.59532 -38.89159 3.36598  0.41
C -15.15099 -38.34271 -5.20709  -0.07
C -14.09560 -37.67984 -6.02474  0.24
N -13.27894 -37.15022 -6.64421  -0.47
H -15.38351 -37.67038 -4.38125  -0.48
H -14.78006 -39.30616 -4.85744  0.37
H -16.09949 -38.48275 -5.72558  0.43
C -21.09841 -35.83822 -1.78828  -0.25
C -21.89082 -35.47302 -3.01172  0.11
N -22.45055 -35.16913 -3.99924  -0.43
H -21.68446 -35.88009 -0.87019  0.45
H -20.26665 -35.15833 -1.60383  -0.01
H -20.86254 -36.84673 -2.12793  0.15
C -12.07335 -35.73660 3.77216  -1.18
S -13.03682 -36.50841 2.44759  0.40
O -13.78341 -35.45077 1.61338  0.00
C -14.34377 -37.01576 3.63767  -0.88
H -11.15723 -35.38813 3.29530  0.35
H -11.79317 -36.36879 4.61473  0.46
H -12.63069 -34.90031 4.19419  0.36
H -14.93382 -36.17497 4.00237  0.36
H -13.91910 -37.49109 4.52187  0.52
H -15.00386 -37.73765 3.15677  0.04
C -8.89617 -31.73386 -1.83125  -0.39
S -8.75696 -33.50731 -2.40559  0.33
O -9.12251 -34.42954 -1.25032  -0.52
C -10.21086 -33.54647 -3.54506  -0.33
H -9.83271 -31.68001 -1.27618  -0.30
H -8.89978 -31.05149 -2.68122  0.39
H -8.09366 -31.41206 -1.16754  0.43
H -11.19848 -33.46349 -3.09138  -0.10
H -10.07187 -34.44751 -4.14249  0.22
H -10.04697 -32.65537 -4.15101  0.46
C -11.01002 -33.17903 1.22868  -0.91
S -12.26564 -32.48612 0.05518  0.88
O -13.55488 -33.35080 0.14754  -0.50
C -12.65723 -30.95307 0.98610  -1.20
H -11.36244 -33.27322 2.25583  0.37
H -10.06957 -32.63929 1.11760  0.53
H -10.81267 -34.22057 0.97505  0.13
H -13.53058 -30.39807 0.64354  0.04
H -11.82141 -30.25625 1.04893  0.46
H -12.96822 -31.23701 1.99147  0.48
C -17.08416 -30.29020 -0.29910  -1.02
S -17.37629 -32.07816 -0.53819  0.45
O -16.10025 -32.83292 -0.07380  0.02
C -18.42607 -32.17643 0.98937  -1.09
H -18.00603 -29.78016 -0.01957  0.52
H -16.74864 -29.73358 -1.17414  0.27
H -16.44158 -30.23438 0.57958  0.26
H -18.63377 -33.19211 1.32606  0.28
H -19.32512 -31.56036 1.00541  0.46
H -17.85011 -31.67594 1.76775  0.35
C -10.38477 -37.61445 -3.54019  -1.32
S -11.64217 -37.00469 -2.37118  1.02
O -12.88903 -37.89497 -2.55786  -0.75
C -10.86585 -37.56789 -0.74771  -1.05
H -10.89961 -37.70071 -4.49706  0.35
H -10.11334 -38.62669 -3.24053  0.45
H -9.50534 -36.97363 -3.60395  0.34
H -11.18525 -38.59597 -0.57701  0.55
H -11.17809 -36.87497 0.03361  -0.07
H -9.77950 -37.60125 -0.83046  0.47
C -12.81154 -28.85613 -1.43035  -1.32
C -13.30205 -29.96769 -2.29280  0.86
O -14.44540 -30.38475 -2.18705  -0.46
C -12.40006 -30.33368 -3.50593  -0.57
H -12.76528 -27.94599 -2.02834  0.47
H -11.81381 -29.13779 -1.09375  0.22
H -13.52118 -28.65880 -0.62688  0.34
H -11.33637 -30.34304 -3.26807  0.11
H -12.49262 -29.67862 -4.37220  0.46
H -12.75847 -31.32493 -3.78355  -0.03
C -16.47705 -35.11273 -7.04131  -0.68
C -17.69328 -34.84660 -6.17909  0.42
O -18.31264 -33.82222 -6.19400  -0.58
C -18.02690 -35.95751 -5.19613  -0.18
H -15.61068 -35.19078 -6.38449  0.02
H -16.44440 -34.22255 -7.66950  0.34
H -16.51084 -36.02417 -7.63815  0.42
H -18.12888 -36.84859 -5.81554  0.48
H -18.89290 -35.61131 -4.63196  0.15
H -17.18972 -36.19129 -4.53842  -0.37
C -13.66726 -33.97200 -8.78072  -1.00
C -12.26125 -34.00503 -8.18142  0.56
O -11.30821 -34.06583 -8.96763  -0.60
C -12.06668 -33.74316 -6.69046  -0.40
H -14.19447 -34.92543 -8.74710  0.18
H -13.75478 -33.73449 -9.84093  0.42
H -14.29240 -33.21169 -8.31250  0.33
H -11.59724 -34.55640 -6.13696  0.14
H -13.03543 -33.54636 -6.23124  0.01
H -11.39291 -32.88937 -6.61845  0.37
C -13.90562 -39.66381 0.49479  0.27
C -14.52398 -40.81878 -0.21400  0.30
O -14.04059 -41.92757 -0.06094  -0.59
C -15.69108 -40.48801 -1.14763  -0.35
H -13.25900 -39.96062 1.32055  0.54
H -14.62037 -38.94276 0.89142  -0.35
H -13.19811 -39.19293 -0.18770  -0.29
H -15.22711 -39.82071 -1.87394  -0.10
H -16.45947 -39.97583 -0.56855  0.11
H -16.12443 -41.38858 -1.58269  0.38

Forces on atoms 1 to 2 (eV/Å):
Mg -1.04 -2.25 -0.40
C 1.62 0.92 3.08

## Properties
F_max	0.0888	hartree/bohr
multiplicity	1
total charge	+1
energy	-4742.8544	Ha
E_LUMO	-2.857	eV